(1)
13
Properties=species:S:1:pos:R:3:mulliken_charge:R:1 method="wB97M-V/def2-TZVPD" lumo_energy_ev=0.87 smiles=Nc1cc[nH]c1O homo_lumo_gap_ev=8.16 de_lowest_kj_mol=102.9 spin_multiplicity=1
N -0.086 -1.913 0.539 -0.724
C -0.238 -0.563 0.106 1.146
C -1.126 0.081 -0.808 -0.573
C -0.747 1.398 -0.883 -0.656
N 0.347 1.578 -0.059 0.017
C 0.637 0.391 0.539 -0.383
O 1.715 0.236 1.350 -0.563
H 0.814 -2.267 0.225 0.223
H -0.795 -2.515 0.139 0.259
H -1.956 -0.368 -1.339 0.345
H -1.156 2.220 -1.450 0.381
H 0.858 2.433 0.082 0.199
H 1.733 -0.712 1.558 0.330

=====

(2)
48
Properties=species:S:1:pos:R:3:mulliken_charge:R:1 method="wB97M-V/def2-TZVPD" lumo_energy_ev=0.19 smiles="O=C(O)c1ccc(CSc2nnc(-c3ccncc3)n2C[C@H]2CCCO2)cc1" homo_lumo_gap_ev=8.64 de_lowest_kj_mol=124.2 spin_multiplicity=1
O 6.569 3.340 3.599 -0.590
C 5.605 2.706 3.949 0.520
O 5.187 2.697 5.225 -0.451
C 4.774 1.875 3.052 0.367
C 5.116 1.809 1.702 -0.697
C 4.364 1.045 0.834 -0.503
C 3.264 0.330 1.297 0.551
C 2.441 -0.487 0.360 -0.904
S 0.935 0.457 -0.127 -0.143
C -0.021 -0.888 -0.665 0.418
N 0.291 -2.151 -0.539 -0.302
N -0.678 -2.860 -1.122 -0.839
C -1.583 -2.039 -1.588 0.421
C -2.769 -2.472 -2.307 0.576
C -4.013 -1.865 -2.144 -0.410
C -5.079 -2.352 -2.883 -0.443
N -4.986 -3.365 -3.728 -0.637
C -3.811 -3.958 -3.857 -0.355
C -2.673 -3.558 -3.178 -0.531
N -1.208 -0.741 -1.325 0.494
C -1.801 0.509 -1.708 -1.801
C -2.432 1.245 -0.512 0.951
C -2.990 2.624 -0.917 -0.939
C -4.503 2.402 -0.915 -0.583
C -4.642 1.330 0.161 -0.554
O -3.519 0.487 -0.006 -0.494
C 2.923 0.403 2.645 -0.345
C 3.669 1.167 3.519 -0.788
H 5.771 3.256 5.762 0.353
H 5.974 2.366 1.358 0.422
H 4.630 0.997 -0.212 0.391
H 2.067 -1.403 0.814 0.455
H 2.977 -0.720 -0.559 0.398
H -4.146 -1.067 -1.433 0.754
H -6.063 -1.909 -2.795 0.379
H -3.784 -4.793 -4.545 0.379
H -1.730 -4.063 -3.304 0.440
H -2.558 0.315 -2.471 0.459
H -1.011 1.145 -2.124 0.370
H -1.666 1.342 0.270 0.269
H -2.714 3.370 -0.172 0.354
H -2.613 2.944 -1.885 0.371
H -4.835 2.012 -1.879 0.247
H -5.065 3.302 -0.683 0.414
H -4.623 1.782 1.163 0.347
H -5.538 0.715 0.065 0.349
H 2.065 -0.146 3.005 0.443
H 3.406 1.220 4.564 0.421

=====

(3)
18
Properties=species:S:1:pos:R:3:mulliken_charge:R:1 method="wB97M-V/def2-TZVPD" lumo_energy_ev=0.90 smiles="CNC(=O)C(C)C" homo_lumo_gap_ev=10.55 de_lowest_kj_mol=10.2 spin_multiplicity=1
C -1.565 -0.884 2.192 -0.837
N -1.176 -0.134 1.018 -0.203
C 0.104 -0.143 0.552 0.483
O 1.017 -0.720 1.126 -0.652
C 0.305 0.531 -0.801 0.657
C 1.540 1.422 -0.781 -1.416
C 0.388 -0.618 -1.817 -1.430
H -2.286 -1.673 1.946 0.279
H -1.992 -0.233 2.961 0.282
H -0.652 -1.344 2.573 0.304
H -1.862 0.416 0.527 0.237
H -0.577 1.145 -1.030 0.197
H 2.394 0.869 -0.382 0.286
H 1.365 2.291 -0.139 0.355
H 1.786 1.784 -1.786 0.383
H 0.547 -0.267 -2.843 0.389
H 1.202 -1.298 -1.546 0.318
H -0.547 -1.185 -1.784 0.368

=====

(4)
16
Properties=species:S:1:pos:R:3:mulliken_charge:R:1 method="wB97M-V/def2-TZVPD" lumo_energy_ev=0.93 smiles="CCC1=N[C@]1(C)O" homo_lumo_gap_ev=7.79 de_lowest_kj_mol=406.8 spin_multiplicity=1
C -1.957 0.700 0.390 -1.140
C -1.412 -0.726 0.219 -0.171
C -0.053 -0.727 0.703 0.087
N 0.935 -0.796 1.491 -0.673
C 1.634 0.013 0.423 0.750
C 2.394 -0.608 -0.696 -1.073
O 1.623 1.379 0.507 -0.518
H -3.019 0.730 0.159 0.358
H -1.432 1.385 -0.270 0.301
H -1.816 1.038 1.416 0.322
H -1.446 -1.009 -0.840 0.207
H -2.021 -1.438 0.796 0.277
H 3.463 -0.543 -0.481 0.317
H 2.201 -0.079 -1.628 0.290
H 2.134 -1.656 -0.806 0.322
H 1.715 1.656 1.427 0.345